(1)
This record from the Open Molecules 2025 dataset describes C23H36BrO6P2Ru as an isolated structure. The level of theory is ωB97M-V/def2-TZVPD.

Properties
ΔE to the lowest compared entry with this formula, charge and spin = 28.5 kcal per mole
charge = +3
spin multiplicity = 5

Each line ends with the Löwdin spin population.
Positions of all 69 atoms, in Å:
Ru -2.41 -0.22 -0.20  2.700
Br -4.02 -1.96 -0.73  0.060
C -4.37 -2.45 1.13  0.169
C -5.06 -3.58 1.51  0.027
C -5.21 -3.82 2.88  0.115
C -4.72 -2.94 3.82  0.167
C -4.10 -1.73 3.44  0.004
C -3.74 -0.71 4.34  0.185
C -3.20 0.49 3.90  0.070
C -2.96 0.70 2.54  0.068
C -3.23 -0.31 1.64  0.123
C -3.87 -1.50 2.05  0.012
H -5.49 -4.26 0.79  -0.002
H -5.74 -4.71 3.20  0.003
H -4.81 -3.17 4.87  0.005
H -3.95 -0.85 5.39  0.006
H -2.98 1.27 4.61  0.001
H -2.61 1.67 2.19  0.001
C -0.19 3.35 1.91  0.000
C 0.71 2.18 1.54  0.000
C 2.00 2.15 2.33  0.000
O 1.06 2.28 0.13  0.005
P 0.07 1.93 -1.04  0.012
O -1.29 1.53 -0.54  0.109
C 0.89 0.61 -2.01  0.002
P 0.88 -0.98 -1.09  0.013
O -0.52 -1.30 -0.65  0.131
O 1.47 -2.08 -2.03  0.008
C 0.69 -2.76 -3.06  0.000
C 0.01 -3.99 -2.47  0.000
C 1.61 -3.05 -4.22  0.000
O 1.79 -0.82 0.17  0.002
C 3.18 -1.20 0.36  0.000
C 4.09 -0.54 -0.66  0.000
C 3.32 -2.71 0.42  0.000
O -0.14 3.14 -1.99  0.002
C 0.74 4.25 -2.33  0.000
C 0.64 5.34 -1.29  0.000
C 2.16 3.78 -2.59  0.000
H -0.50 3.29 2.95  0.000
H -1.06 3.38 1.26  0.000
H 0.36 4.28 1.79  0.000
H 0.16 1.23 1.68  0.000
H 2.58 3.05 2.15  0.000
H 2.60 1.29 2.04  0.000
H 1.78 2.08 3.39  0.000
H 1.92 0.90 -2.21  0.000
H 0.36 0.50 -2.95  0.000
H -0.10 -2.06 -3.38  0.000
H 0.76 -4.72 -2.16  0.000
H -0.62 -4.45 -3.23  0.000
H -0.59 -3.72 -1.61  0.000
H 2.39 -3.76 -3.93  0.000
H 2.10 -2.14 -4.57  0.000
H 1.05 -3.49 -5.04  0.000
H 3.40 -0.79 1.36  0.000
H 3.89 -0.95 -1.65  0.000
H 5.12 -0.76 -0.40  0.000
H 3.96 0.54 -0.66  0.000
H 3.10 -3.14 -0.56  0.000
H 2.62 -3.13 1.14  0.000
H 4.33 -2.97 0.70  0.000
H 0.31 4.62 -3.27  0.000
H 1.03 5.00 -0.34  0.000
H -0.39 5.65 -1.14  0.000
H 1.22 6.20 -1.62  0.000
H 2.58 3.34 -1.69  0.000
H 2.76 4.64 -2.87  0.000
H 2.19 3.07 -3.42  0.000

---

(2)
This record from the Open Molecules 2025 dataset describes a 3-piece molecular cluster, C23H36FN2O13S overall. The level of theory is ωB97M-V/def2-TZVPD.

Properties
charge = +1
spin multiplicity = 1

Each line ends with the Löwdin charge.
Positions of all 76 atoms, in Å:
C 3.42 -3.87 2.36  0.047
C 3.28 -2.57 2.08  -0.127
C 1.99 -1.80 2.23  -0.069
N 1.18 -1.76 0.99  0.090
C 1.27 -0.87 0.02  -0.227
C 2.18 0.30 -0.02  -0.055
C 1.54 1.47 0.78  -0.171
C 0.06 1.67 0.45  -0.237
S -0.47 3.26 1.09  0.598
O 0.35 4.31 0.58  -0.240
O -0.57 3.12 2.51  -0.262
O -1.97 3.40 0.54  -0.125
N 0.36 -1.18 -0.90  0.222
C -0.35 -2.30 -0.51  -0.130
C -1.48 -2.91 -1.27  0.025
C -2.86 -2.52 -0.75  -0.437
O -3.80 -2.49 -1.48  0.181
O -2.90 -2.26 0.58  0.079
C -3.98 -1.46 1.02  -0.446
C -4.76 -1.98 2.18  0.047
O -4.19 -0.40 0.52  0.172
C 0.16 -2.66 0.70  -0.125
C -0.27 -3.76 1.60  0.022
C -1.13 -3.16 2.70  -0.462
O -1.21 -2.01 2.98  0.181
F -1.83 -4.08 3.36  0.143
H 4.33 -4.23 2.83  0.075
H 2.69 -4.63 2.10  0.059
H 4.16 -2.04 1.74  0.104
H 2.25 -0.79 2.53  0.125
H 1.39 -2.24 3.02  0.121
H 3.15 0.04 0.40  0.127
H 2.33 0.61 -1.06  0.137
H 2.09 2.39 0.61  0.128
H 1.60 1.20 1.83  0.115
H -0.60 0.94 0.91  0.110
H -0.07 1.70 -0.63  0.114
H -2.29 2.52 0.31  0.088
H 0.17 -0.69 -1.76  0.193
H -1.42 -2.66 -2.32  0.124
H -1.40 -3.99 -1.17  0.147
H -4.77 -1.23 2.97  0.106
H -5.79 -2.15 1.88  0.109
H -4.33 -2.89 2.59  0.082
H 0.57 -4.24 2.09  0.119
H -0.89 -4.47 1.05  0.141
C -3.25 -3.45 -4.95  -0.062
C -3.18 -2.44 -6.07  -0.208
O -1.98 -2.58 -6.84  0.030
C -1.99 -3.58 -7.73  -0.612
O -2.91 -4.33 -7.93  0.131
O -0.81 -3.59 -8.34  0.006
C -0.65 -4.66 -9.29  -0.031
H -2.34 -3.41 -4.34  0.058
H -4.11 -3.27 -4.31  0.079
H -3.32 -4.47 -5.35  0.081
H -3.14 -1.43 -5.66  0.121
H -4.05 -2.50 -6.71  0.128
H -1.47 -4.67 -10.00  0.098
H -0.60 -5.62 -8.77  0.099
H 0.28 -4.48 -9.81  0.094
C 4.67 8.90 3.75  -0.065
C 4.37 8.13 5.02  -0.211
O 2.99 7.73 5.08  0.040
C 2.67 6.66 4.35  -0.611
O 3.43 6.01 3.67  0.113
O 1.37 6.44 4.49  0.017
C 0.87 5.36 3.70  -0.056
H 3.98 9.74 3.64  0.083
H 5.69 9.28 3.77  0.081
H 4.56 8.26 2.87  0.074
H 4.52 8.77 5.88  0.123
H 5.02 7.26 5.12  0.122
H 1.45 4.46 3.87  0.092
H 0.89 5.63 2.64  0.082
H -0.15 5.18 4.00  0.090

---

(3)
This record from the Open Molecules 2025 dataset describes C23H36HfP2 as an isolated structure. The level of theory is ωB97M-V/def2-TZVPD.

Properties
ΔE to the lowest compared entry with this formula, charge and spin = 0.0 kcal per mole
charge = +2
spin multiplicity = 1

Each line ends with the natural charge from an NBO analysis.
Positions of all 62 atoms, in Å:
P 0.15 -1.69 -4.22  0.793
P 0.23 1.37 -4.13  0.751
C -0.18 -0.81 -5.85  -0.695
C 0.43 0.60 -5.83  -0.696
H -1.27 -0.77 -5.98  0.233
H 0.25 -1.42 -6.65  0.240
H 1.51 0.57 -6.04  0.233
H -0.06 1.26 -6.56  0.239
C -1.44 2.11 -4.39  -0.939
H -1.63 2.82 -3.58  0.230
H -2.20 1.32 -4.36  0.234
H -1.49 2.62 -5.36  0.237
C 1.31 2.84 -4.36  -0.941
H 1.03 3.40 -5.27  0.238
H 2.35 2.50 -4.44  0.240
H 1.20 3.48 -3.48  0.229
C -0.94 -3.14 -4.47  -0.945
H -0.76 -3.84 -3.65  0.231
H -0.73 -3.65 -5.43  0.241
H -1.98 -2.82 -4.45  0.240
C 1.79 -2.39 -4.65  -0.940
H 2.55 -1.59 -4.63  0.237
H 1.77 -2.84 -5.65  0.239
H 2.05 -3.15 -3.91  0.233
Hf 0.22 -0.38 2.49  2.251
C 0.92 1.12 0.96  -0.526
C -0.48 1.27 0.95  -0.079
C -1.39 0.74 -0.15  -0.483
C -1.79 -0.75 0.00  -0.414
C -0.92 -1.53 0.98  -0.499
C 0.45 -1.80 0.66  -0.129
C 1.21 -1.08 -0.44  -0.510
C 1.62 0.40 -0.20  -0.438
C 0.87 -2.20 3.58  -1.278
H 1.53 1.86 1.53  0.317
H -0.95 2.01 1.63  0.293
H -0.93 0.92 -1.14  0.276
H -2.32 1.34 -0.14  0.272
H -2.84 -0.82 0.32  0.263
H -1.76 -1.25 -0.98  0.270
H -1.45 -2.26 1.60  0.311
H 0.87 -2.77 0.94  0.289
H 0.67 -1.18 -1.40  0.308
H 2.15 -1.64 -0.62  0.267
H 2.71 0.44 -0.01  0.253
H 1.47 0.97 -1.13  0.289
H 1.62 -1.89 4.32  0.270
H 1.27 -3.06 3.04  0.259
H -0.01 -2.56 4.15  0.281
C -1.10 0.66 3.81  -0.648
C -0.78 0.89 4.99  0.196
C -0.60 1.19 6.35  -0.233
C -1.63 1.83 7.09  -0.110
C -1.51 1.97 8.47  -0.204
C -0.35 1.53 9.14  -0.125
C 0.72 1.00 8.39  -0.211
C 0.61 0.85 7.01  -0.127
H -2.50 2.22 6.55  0.235
H -2.34 2.42 9.04  0.248
H -0.29 1.59 10.23  0.246
H 1.63 0.68 8.91  0.245
H 1.45 0.48 6.42  0.212

---

(4)
This record from the Open Molecules 2025 dataset describes C23H36N13S2SiV as an isolated structure. The level of theory is ωB97M-V/def2-TZVPD.

Properties
ΔE to the lowest compared entry with this formula, charge and spin = 26.7 kcal per mole
charge = +3
spin multiplicity = 2

Each line ends with the Löwdin spin population.
Positions of all 76 atoms, in Å:
V -0.24 -0.23 0.12  1.342
C -0.05 1.55 3.76  -0.001
C -0.54 2.15 2.49  -0.008
C -0.83 3.52 2.44  -0.033
C -1.39 4.06 1.29  0.004
C -1.71 3.24 0.22  -0.036
C -1.40 1.88 0.33  0.011
N -0.80 1.39 1.43  -0.027
N -1.53 0.86 -0.55  -0.200
Si -2.70 1.04 -1.93  -0.017
C -1.84 2.12 -3.25  -0.012
C -4.30 1.79 -1.21  -0.004
C -3.00 -0.71 -2.63  0.000
H -0.86 1.60 4.50  0.000
H 0.78 2.13 4.16  0.000
H 0.24 0.51 3.65  0.000
H -0.63 4.13 3.30  -0.001
H -1.58 5.12 1.25  0.001
H -2.18 3.63 -0.66  -0.002
H -1.48 3.07 -2.88  0.000
H -2.56 2.34 -4.03  -0.002
H -1.01 1.59 -3.71  0.000
H -4.27 2.88 -1.23  0.000
H -4.52 1.49 -0.19  0.000
H -5.14 1.50 -1.83  0.000
H -2.08 -1.13 -3.02  0.000
H -3.70 -0.63 -3.45  0.000
H -3.43 -1.39 -1.90  0.000
N 3.77 1.76 2.88  0.003
N 3.08 0.88 2.18  0.004
N 3.39 -0.38 2.13  0.000
C 2.39 -0.91 1.44  0.005
N 1.52 0.03 1.08  -0.011
N 1.97 1.17 1.55  0.001
H 4.72 1.50 3.12  0.000
H 3.55 2.74 2.75  0.000
H 2.32 -1.95 1.20  0.001
C -1.55 -2.56 4.94  0.000
N -2.16 -3.12 3.76  -0.004
C -3.04 -4.16 3.75  -0.003
C -3.36 -4.42 2.46  -0.003
N -2.66 -3.53 1.69  -0.002
C -1.92 -2.74 2.50  0.001
S -0.79 -1.53 2.09  -0.017
H -1.82 -3.17 5.80  0.000
H -1.90 -1.54 5.11  0.000
H -0.47 -2.54 4.83  0.000
H -3.38 -4.63 4.66  0.000
H -4.02 -5.16 2.05  0.000
H -2.67 -3.47 0.68  0.000
C 3.59 -1.97 -3.28  0.001
C 2.74 -0.97 -2.61  0.007
C 2.86 0.41 -2.54  0.003
C 1.79 0.86 -1.77  0.010
N 1.04 -0.18 -1.39  -0.006
N 1.65 -1.28 -1.89  -0.001
C 1.48 2.27 -1.43  0.003
H 4.18 -1.48 -4.06  0.000
H 3.01 -2.77 -3.73  0.000
H 4.28 -2.42 -2.57  0.000
H 3.63 1.00 -3.00  0.000
H 1.20 -2.19 -1.82  0.000
H 2.31 2.91 -1.76  0.000
H 1.32 2.41 -0.36  0.001
H 0.58 2.59 -1.94  0.000
S -0.94 -2.85 -0.95  -0.008
C -1.01 -3.51 -2.51  -0.001
N -1.59 -4.74 -2.67  -0.001
C -1.74 -5.28 -3.89  0.000
C -1.30 -4.60 -4.99  0.000
C -0.66 -3.37 -4.76  0.000
N -0.52 -2.86 -3.56  0.000
H -1.91 -5.23 -1.85  0.000
H -2.21 -6.26 -3.96  0.000
H -1.44 -4.99 -5.99  0.000
H -0.27 -2.78 -5.57  0.000

---

Number 1: energy -4700.1692 Ha. Number 2: energy -2483.4834 Ha. Number 3: energy -1627.8801 Ha. Number 4: energy -3638.9091 Ha.